9
Properties=species:S:1:pos:R:3:forces:R:3:nbo_charge:R:1 method="wB97M-V/def2-TZVPD" e_above_lowest_ev=2.1979 spin_multiplicity=1 homo_lumo_gap_ev=10.86 homo_energy_ev=-10.09 lumo_ev=0.7693 energy_ha=-1036.99097
C 0.6378 -0.3335 -0.3591 4.2 2.1 -2.4 -0.3154
C 0.0827 0.6304 0.5645 -0.8 2.1 6.2 -0.4164
C -0.7745 -0.1622 -0.3520 -2.7 0.5 -0.8 -0.2260
H 1.2963 0.1624 -1.1327 -1.2 -0.8 0.3 0.2238
H -0.0735 1.6620 0.2706 0.9 0.1 0.0 0.2238
H 0.2118 0.7126 1.8959 -0.6 -1.2 -4.4 0.2414
H -1.0293 0.6291 -1.1469 -1.0 -2.3 0.9 0.2404
Cl 1.4381 -1.7188 0.1259 0.7 -1.9 1.0 0.0451
Cl -1.7895 -1.5820 0.1339 0.5 1.5 -0.6 -0.0166


12
Properties=species:S:1:pos:R:3:forces:R:3:nbo_charge:R:1 method="wB97M-V/def2-TZVPD" e_above_lowest_ev=0.5999 spin_multiplicity=1 smiles="ClC1(Cl)N=CNC=[NH+]1" homo_lumo_gap_ev=9.79 homo_energy_ev=-15.18 lumo_ev=-5.3919 total_charge=+1 energy_ha=-1201.05569
Cl 2.3755 1.6000 -0.2589 -0.7 -0.8 -0.5 0.1145
C 1.3649 0.1468 -0.1660 -1.2 0.0 4.2 0.1302
Cl 2.1976 -1.3543 -0.1375 1.2 -0.6 -0.4 0.1144
N 0.7765 0.1758 1.3514 0.7 0.0 -3.0 -0.3305
C -0.4476 -0.0593 1.4628 -0.6 1.2 -1.2 0.2362
N -1.4392 -0.2104 0.3858 0.5 1.4 1.3 -0.5836
C -0.9944 -0.0921 -0.8905 1.3 -1.6 0.6 0.4161
N 0.3224 0.0005 -1.1635 -0.9 1.3 -0.1 -0.5440
H -0.9328 0.1076 2.4007 -0.1 -0.5 0.7 0.2204
H -2.3718 0.0769 0.8663 1.5 -1.0 -2.5 0.4872
H -1.5887 -0.4611 -1.7296 -0.4 1.0 0.2 0.2643
H 0.7376 0.0697 -2.1210 -1.2 -0.4 0.8 0.4749


13
Properties=species:S:1:pos:R:3:forces:R:3:nbo_charge:R:1 method="wB97M-V/def2-TZVPD" e_above_lowest_ev=0.0000 spin_multiplicity=1 homo_lumo_gap_ev=8.96 homo_energy_ev=-5.41 lumo_ev=3.5485 total_charge=-1 energy_ha=-1276.57117
C -0.0528 -0.6836 -1.2103 0.7 -3.1 -2.3 -0.3780
C 0.4591 -0.9997 -0.0020 -0.1 -1.8 0.7 0.0552
C -0.5199 0.5991 -1.4328 -1.2 2.1 -0.6 0.0565
N 0.4874 -0.1467 1.0566 -0.2 0.2 0.6 -0.4284
N -0.5934 1.3757 -0.2758 -1.9 1.8 -1.5 -0.3294
N -0.1440 1.0416 0.8464 0.2 -1.4 -0.2 0.4786
O -0.3310 1.7309 1.8348 0.2 0.6 0.7 -0.4419
Cl 0.3201 -1.4348 3.6156 0.0 0.2 -0.1 -0.6909
Cl 0.7351 1.6861 -2.6382 0.2 -0.2 -0.2 -0.3938
H -0.1029 -1.3546 -2.1602 0.3 0.7 2.3 0.2221
H 0.3933 -0.4606 2.2885 0.4 -0.7 -1.0 0.4013
H 0.7396 -2.0571 0.2755 -0.1 1.4 -0.4 0.2290
H -1.3905 0.7035 -2.1980 1.4 0.1 1.9 0.2198


13
Properties=species:S:1:pos:R:3:forces:R:3:nbo_charge:R:1 method="wB97M-V/def2-TZVPD" e_above_lowest_ev=7.0787 spin_multiplicity=1 homo_lumo_gap_ev="7.31 / 9.12" homo_energy_ev="-7.83 / -9.56" lumo_ev="-0.5172 / -0.4372" energy_ha=-1702.27614
C 2.0167 0.5408 0.4110 -1.3 -0.8 -2.9 0.4101
C -0.0917 0.9238 1.3877 1.8 4.1 2.1 -0.4103
C 3.4073 0.3197 0.0768 1.0 0.3 0.6 -0.2021
N 1.3102 0.7788 1.3316 1.1 -0.6 0.3 -0.3397
O 0.4467 -1.2801 -1.3691 0.2 -0.9 0.1 -0.4087
O 0.8585 -0.0036 -1.5005 0.6 2.3 1.1 -0.3329
Cl 3.8272 0.5085 -1.6135 -0.1 -0.1 0.0 0.0948
Cl 4.2829 1.5850 1.0111 0.4 -0.2 0.0 0.0269
Cl 3.8196 -1.3241 0.6450 0.1 0.2 -0.1 0.0474
H -0.3662 0.3768 2.2218 -1.3 -1.1 1.4 0.2188
H -0.5836 0.7851 0.5008 -1.2 -0.6 -2.2 0.2253
H -0.0550 2.0376 1.6955 -1.3 -1.5 -0.4 0.2178
H 1.2821 -1.6831 -1.6227 -0.1 -1.1 -0.1 0.4525


9
Properties=species:S:1:pos:R:3:forces:R:3:nbo_charge:R:1 method="wB97M-V/def2-TZVPD" e_above_lowest_ev=1.0529 spin_multiplicity=1 smiles=F[C@@H]1C[C@H]1Cl homo_lumo_gap_ev=10.96 homo_energy_ev=-9.86 lumo_ev=1.1003 energy_ha=-676.70279
F 1.9334 -0.9193 0.3934 0.4 -0.6 0.8 -0.3275
C 0.5807 -0.8831 0.4404 -0.4 2.1 -0.5 0.1810
C -0.1173 -1.1528 -0.7910 0.4 -1.0 -2.8 -0.4595
C 0.0084 0.2946 -0.3078 2.8 -1.7 -2.6 -0.3297
Cl -1.2029 1.2974 0.1508 -2.8 1.5 1.4 0.0444
H 0.0010 -0.9953 1.3216 0.5 -0.8 1.4 0.1860
H -0.9983 -1.7704 -0.8825 -0.5 0.4 0.7 0.2345
H 0.5198 -1.4692 -1.6735 -0.5 0.9 1.1 0.2383
H 0.6963 0.9013 -0.9187 0.1 -0.9 0.4 0.2326


9
Properties=species:S:1:pos:R:3:forces:R:3:nbo_charge:R:1 method="wB97M-V/def2-TZVPD" e_above_lowest_ev=0.8839 spin_multiplicity=1 homo_lumo_gap_ev=10.14 homo_energy_ev=-9.23 lumo_ev=0.9080 energy_ha=-676.70900
C 0.6090 -0.3123 1.5263 -1.1 2.7 2.0 -0.6775
C 0.1083 -0.1343 0.1476 -2.4 0.8 -2.2 -0.0438
Cl 1.2316 0.1207 -1.2958 -1.1 -0.6 1.7 -0.0566
C -1.2469 0.0037 -0.1505 4.5 -0.1 -0.4 0.1837
F -2.0446 0.1661 0.9207 -0.7 -0.4 -1.0 -0.3208
H 1.5196 -0.8063 1.6584 1.3 -1.1 -0.4 0.2377
H 0.8474 0.7296 2.0975 -0.9 -2.1 -1.4 0.2282
H -0.1928 -0.8518 2.0948 0.8 0.6 -0.3 0.2454
H -1.5329 0.0400 -1.2487 -0.6 0.2 1.9 0.2038


11
Properties=species:S:1:pos:R:3:forces:R:3:nbo_charge:R:1 method="wB97M-V/def2-TZVPD" e_above_lowest_ev=3.4844 spin_multiplicity=1 homo_lumo_gap_ev=10.13 homo_energy_ev=-9.63 lumo_ev=0.5009 energy_ha=-786.13250
C -1.8057 1.0401 0.3778 0.0 -8.5 4.1 -0.0901
N -0.9265 0.2156 0.9510 -0.3 4.0 -1.0 -0.2722
N 0.3886 0.8477 0.8758 -5.9 3.4 4.3 -0.2720
C 1.0984 0.2867 0.1238 1.0 -5.8 -3.7 0.1009
C 0.8611 -1.1792 -0.4390 3.6 2.6 4.1 0.0303
F 2.3435 -1.3937 -0.5141 -2.2 -1.3 -0.7 -0.3893
Cl 0.0933 -1.0354 -1.9136 -0.6 -0.9 -1.6 0.0695
H -2.7143 0.3815 0.4906 0.0 1.8 -0.8 0.2001
H -1.7087 1.8702 -0.1768 0.7 3.1 -1.5 0.1851
H 1.9131 0.7633 -0.2271 3.2 1.1 -1.0 0.1918
H 0.4574 -1.7968 0.4517 0.4 0.4 -2.2 0.2459


10
Properties=species:S:1:pos:R:3:forces:R:3:nbo_charge:R:1 method="wB97M-V/def2-TZVPD" e_above_lowest_ev=0.6241 spin_multiplicity=1 smiles="O=CC[C@H](F)Cl" homo_lumo_gap_ev=10.91 homo_energy_ev=-10.22 lumo_ev=0.6879 energy_ha=-751.96803
O -1.2574 1.7774 -0.2386 -0.4 0.0 0.2 -0.4757
C -0.1089 1.5021 -0.2895 2.8 -0.4 -1.0 0.4652
C 0.5620 0.0744 -0.1685 -0.8 0.6 2.4 -0.5803
C -0.3156 -1.1215 0.2356 0.4 -2.0 1.2 0.2341
F -1.2257 -1.5079 -0.7672 0.9 1.1 1.2 -0.3483
Cl -1.1817 -0.8122 1.8486 0.4 -0.3 -1.4 -0.0849
H 0.7479 2.2936 -0.5081 -1.5 -1.0 0.4 0.0958
H 1.4864 0.2172 0.4949 -1.5 -0.4 -0.4 0.2479
H 0.9773 -0.3201 -1.0364 0.8 0.2 -2.3 0.2471
H 0.3156 -2.1030 0.4292 -1.2 2.2 -0.3 0.1991


10
Properties=species:S:1:pos:R:3:forces:R:3:nbo_charge:R:1 method="wB97M-V/def2-TZVPD" e_above_lowest_ev=0.6912 spin_multiplicity=1 smiles="OC/C(F)=C/Cl" homo_lumo_gap_ev=10.03 homo_energy_ev=-9.44 lumo_ev=0.5905 energy_ha=-751.96556
O 0.2330 1.3370 -1.1466 -0.3 -0.1 -0.3 -0.7004
C -0.6879 0.4901 -0.5092 -1.3 -0.7 1.8 -0.1189
C -0.1230 -0.6402 0.3579 0.3 1.1 -0.5 0.3621
F -1.0237 -1.5775 0.6780 -0.1 0.2 -0.3 -0.3121
C 1.0901 -0.6492 0.8451 1.1 -0.4 0.7 -0.3034
Cl 1.6717 -1.9424 1.8828 -0.2 0.6 -0.4 -0.0133
H -0.2712 1.8220 -1.8308 0.5 -0.4 0.6 0.4829
H -1.3375 -0.0661 -1.1860 -0.2 0.4 -0.4 0.1852
H -1.3294 1.0515 0.2460 0.4 -0.3 -1.1 0.1771
H 1.7779 0.1748 0.6628 -0.2 -0.4 -0.1 0.2409


10
Properties=species:S:1:pos:R:3:forces:R:3:nbo_charge:R:1 method="wB97M-V/def2-TZVPD" e_above_lowest_ev=3.0143 spin_multiplicity=1 homo_lumo_gap_ev=9.57 homo_energy_ev=-9.12 lumo_ev=0.4495 energy_ha=-751.88019
C -0.9543 0.1119 0.0657 -0.9 2.1 1.7 -0.0599
C 0.3555 0.8071 -0.2458 0.1 -3.3 0.9 -0.3430
C 1.4975 0.0438 -0.2181 -0.6 2.5 0.4 0.3624
H -1.7780 -1.7280 0.0597 4.1 2.1 -2.2 0.4769
H -0.9509 0.2750 1.4365 -0.6 -0.8 -3.9 0.1466
H -1.9114 0.7667 -0.3981 2.4 -1.9 1.3 0.1773
H 0.1787 1.8629 -0.1108 1.3 0.3 -0.4 0.2432
O -0.8661 -1.2081 -0.3968 -5.5 -1.8 2.7 -0.7085
F 2.6607 0.7696 -0.1396 -0.5 -1.2 -0.4 -0.3322
Cl 1.7683 -1.7008 -0.0527 0.2 1.9 -0.2 0.0373